44
Properties=species:S:1:pos:R:3 method="wB97M-V/def2-TZVPD" smiles="C[Si](C)(C)OC(=O)CCCCC(=O)O[Si](C)(C)C" total_charge=0 gap_ev=10.98
C -4.02 1.59 0.01
Si -2.70 2.10 1.22
C -3.26 3.67 2.08
C -2.24 0.78 2.50
O -1.32 2.33 0.30
C -0.95 1.24 -0.42
O -1.42 0.12 -0.26
C 0.15 1.40 -1.45
C 1.52 1.74 -0.85
C 2.68 1.55 -1.83
C 2.83 0.10 -2.32
C 2.63 -0.97 -1.28
O 3.36 -0.93 -0.30
O 1.64 -1.85 -1.46
Si 1.31 -2.82 -0.10
C -0.05 -3.98 -0.71
C 0.65 -1.77 1.33
C 2.92 -3.76 0.32
H -3.63 0.71 -0.48
H -4.92 1.35 0.61
H -4.26 2.33 -0.72
H -2.66 4.53 1.71
H -4.33 3.84 1.88
H -3.15 3.59 3.16
H -1.41 1.14 3.12
H -3.07 0.48 3.13
H -1.93 -0.10 1.94
H 0.22 0.46 -2.00
H -0.10 2.16 -2.18
H 1.47 2.73 -0.39
H 1.72 1.07 0.02
H 3.61 1.88 -1.34
H 2.54 2.24 -2.68
H 2.12 -0.08 -3.15
H 3.83 -0.09 -2.77
H 0.31 -4.92 -1.01
H -0.56 -3.45 -1.53
H -0.84 -4.09 0.03
H 0.05 -2.27 2.08
H -0.01 -1.01 0.85
H 1.47 -1.27 1.81
H 3.58 -3.02 0.81
H 3.38 -4.09 -0.62
H 2.84 -4.66 0.93

21
Properties=species:S:1:pos:R:3 method="wB97M-V/def2-TZVPD" smiles=CB(O)[C@H]1CC[NH2+]C1 total_charge=+1 gap_ev=11.18
C 2.90 0.04 0.44
B 1.34 -0.24 -0.01
O 0.89 -1.39 -0.55
C 0.17 0.83 0.24
C -0.90 1.10 -0.89
C -1.79 -0.09 -0.99
N -1.58 -0.85 0.27
C -1.01 0.08 1.28
H 3.05 1.02 0.83
H 3.53 0.15 -0.49
H 3.17 -0.82 1.01
H 1.55 -2.07 -0.65
H 0.44 1.86 0.76
H -0.47 1.16 -1.92
H -1.54 2.06 -0.75
H -2.78 0.22 -1.33
H -1.43 -0.73 -1.82
H -2.52 -1.32 0.54
H -0.82 -1.49 0.09
H -0.65 -0.50 2.16
H -1.55 0.99 1.78

59
Properties=species:S:1:pos:R:3 method="wB97M-V/def2-TZVPD" total_charge=+2 gap_ev=7.23
Bi 10.13 9.44 12.69
C 8.61 7.32 8.73
C 9.57 7.95 9.71
N 9.67 7.69 10.98
N 8.86 6.52 11.30
C 8.14 6.37 12.44
N 7.37 5.28 12.46
S 8.03 7.52 13.68
C 10.46 8.98 9.23
C 10.56 9.25 7.86
C 11.49 10.23 7.45
C 12.21 10.91 8.47
C 12.06 10.59 9.79
N 11.16 9.63 10.17
H 7.75 6.91 9.30
H 9.07 6.55 8.04
H 8.16 8.19 8.17
H 9.27 5.71 10.82
H 7.25 4.78 11.61
H 6.72 5.11 13.21
H 10.00 8.62 7.22
H 11.68 10.44 6.36
H 12.96 11.63 8.20
H 12.49 11.09 10.67
O 10.69 13.69 11.65
C 10.32 12.58 12.09
O 11.12 11.61 12.39
C 8.82 12.39 12.10
C 8.03 13.39 11.50
C 6.64 13.22 11.51
C 6.09 12.02 12.05
C 6.96 11.10 12.57
N 8.27 11.31 12.59
H 8.62 14.27 11.11
H 5.99 13.91 10.96
H 5.02 12.00 12.15
H 6.62 10.09 12.91
C 14.91 9.74 12.10
N 14.18 10.41 13.17
C 14.52 11.57 13.90
C 13.58 11.71 14.84
N 12.69 10.63 14.83
C 13.13 9.82 13.79
S 12.58 8.27 13.38
C 11.55 10.46 15.66
C 11.53 10.83 17.00
C 10.34 10.77 17.66
C 9.13 10.41 16.97
C 9.21 10.03 15.65
N 10.47 10.02 15.05
H 15.18 10.54 11.41
H 14.36 9.00 11.57
H 15.82 9.24 12.46
H 15.50 11.94 13.79
H 13.47 12.56 15.48
H 12.48 11.11 17.44
H 10.30 10.97 18.75
H 8.21 10.36 17.50
H 8.35 9.72 15.09

| no. | total energy (a.u.) | E_HOMO (eV) | E_LUMO (eV) |
| --- | --- | --- | --- |
| 1 | -1352.95929 | -10.24 | 0.745 |
| 2 | -352.92536 | -14.29 | -3.104 |
| 3 | -2489.28893 | -13.65 | -6.419 |